{
  "formula": "C4H10OS",
  "method": "ωB97M-V with the def2-TZVPD basis set",
  "symbols": ["C", "O", "C", "C", "C", "S", "H", "H", "H", "H", "H", "H", "H", "H", "H", "H"],
  "positions_angstrom": [[0.14093, 0.71418, 1.88868], [-0.50790, 1.91594, 1.50889], [0.78943, 0.10205, 0.66516], [-0.20014, 0.02299, -0.53405], [0.26513, -1.01904, -1.54566], [-0.48374, -0.87402, -3.21514], [0.97331, 0.90483, 2.57890], [-0.58564, 0.01708, 2.30686], [-1.08106, 2.16374, 2.21184], [1.06598, -0.93782, 0.82629], [1.62146, 0.69514, 0.29002], [-0.38395, 0.98469, -1.01004], [-1.20803, -0.28029, -0.22794], [1.33686, -1.11367, -1.71620], [-0.04392, -2.01652, -1.22840], [-1.69871, -1.27927, -2.79923]],
  "nbo_charge": [-0.063, -0.721, -0.414, -0.414, -0.503, -0.053, 0.163, 0.160, 0.469, 0.206, 0.208, 0.223, 0.196, 0.217, 0.209, 0.114],
  "de_lowest_kj_mol": 39.7,
  "homo_lumo_gap_ev": 9.795,
  "lumo_energy_ev": 0.880,
  "e_tot_ev": -17192.41346
}